[1]
{
  "formula": "C8H14MgN2PS",
  "method": "wB97M-V/def2-TZVPD",
  "species": ["C", "C", "C", "C", "C", "Mg", "P", "H", "H", "H", "H", "H", "H", "H", "H", "S", "C", "N", "C", "C", "N", "H", "H", "H", "H", "H", "H"],
  "xyz": [[0.21859, -0.11412, -2.04866], [-0.79109, -1.00753, -2.52131], [-0.55773, -2.31015, -1.95526], [0.65991, -2.24088, -1.21824], [1.13805, -0.86986, -1.22152], [0.61745, 0.38102, 0.74544], [-0.46387, 2.71828, 0.45659], [0.37086, 0.94301, -2.29671], [-1.67396, -0.74205, -3.09777], [-1.19411, -3.18707, -2.07146], [2.13344, -0.51842, -0.88236], [1.19427, -3.08482, -0.76312], [-1.53677, 3.22465, 1.25232], [-0.94068, 3.22182, -0.79460], [0.43192, 3.79664, 0.73394], [-1.59318, -0.43889, 1.60049], [-0.73486, -0.15077, 3.05186], [0.68428, -0.23834, 3.13806], [1.12945, 0.14963, 4.49868], [-0.09193, 0.84192, 5.09155], [-1.16416, 0.38487, 4.20336], [1.06136, -1.16675, 2.87926], [1.99455, 0.80307, 4.41327], [1.39195, -0.75139, 5.06913], [-0.00458, 1.93289, 5.04126], [-0.27449, 0.53276, 6.12121], [-2.14758, 0.59049, 4.39359]],
  "forces_ev_per_a": [[-0.03, -0.79, 0.05], [0.55, 0.06, 1.23], [1.39, 1.14, 0.10], [-0.37, 0.53, -0.11], [-0.50, -0.56, -0.46], [-0.15, -0.71, -0.12], [-0.04, 0.91, 0.02], [-0.25, -0.45, -0.04], [0.23, 0.07, 0.06], [0.24, 0.25, -0.02], [-0.53, -0.38, -0.50], [-0.40, 0.41, -0.06], [0.10, -0.11, -0.05], [0.13, -0.05, 0.19], [-0.37, -0.20, -0.19], [0.09, 0.04, -0.20], [0.50, -0.87, -1.53], [1.14, -0.72, -0.66], [-0.08, -0.42, -0.64], [-0.84, 0.05, -0.60], [-1.66, 1.03, 3.18], [-0.43, 0.41, 0.35], [0.11, 0.07, 0.18], [0.00, 0.26, -0.03], [0.22, 0.07, 0.14], [0.01, 0.11, 0.06], [0.92, -0.14, -0.33]],
  "lowdin_charge": [-0.24, -0.18, -0.17, -0.20, -0.34, 0.17, 0.60, 0.06, 0.06, 0.06, 0.04, 0.07, -0.14, -0.14, -0.15, 0.44, -0.99, -0.13, -0.19, -0.19, -0.06, 0.10, 0.09, 0.11, 0.10, 0.10, 0.12],
  "homo_ev": [-1.1, -0.7],
  "lumo_ev": [3.02, 3.08],
  "homo_lumo_gap_ev": [4.11, 3.80],
  "charge": -1
}

---

[2]
{
  "formula": "C8H14N2O2",
  "method": "wB97M-V/def2-TZVPD",
  "species": ["C", "C", "C", "C", "C", "C", "C", "C", "H", "H", "H", "H", "H", "H", "H", "H", "H", "H", "H", "H", "H", "H", "N", "N", "O", "O"],
  "xyz": [[2.45781, 0.36980, 0.29061], [1.79910, 1.55242, 0.93995], [2.67124, 2.70797, 1.36196], [-3.27415, -0.57478, -0.37583], [-2.69737, -1.89627, 0.06128], [-1.63482, -2.58392, -0.72550], [-1.11178, -1.96913, -1.93246], [-0.66915, -1.46558, -2.93119], [1.81665, -0.52269, 0.35348], [3.42270, 0.14501, 0.77102], [2.65009, 0.58207, -0.76672], [2.02149, 3.53260, 1.66673], [3.28405, 2.41612, 2.22910], [4.23064, 2.54803, 0.20609], [-1.08784, 0.79567, 1.00048], [-3.57140, 0.02084, 0.50065], [-4.16098, -0.73202, -0.99460], [-2.54586, -0.00687, -0.96430], [-3.39145, -2.55137, 0.58810], [-0.85801, -1.11504, 0.45995], [-1.60247, -3.67166, -0.72083], [-0.26895, -1.02280, -3.82093], [0.54890, 1.68140, 1.16132], [-1.34113, -1.99019, 0.58561], [3.49089, 3.17335, 0.30378], [-0.17819, 0.57705, 0.75224]],
  "forces_ev_per_a": [[-0.17, -0.40, 0.09], [-0.16, -0.08, 0.00], [-0.33, 0.10, 0.28], [0.10, 0.05, 0.11], [-0.20, -0.14, 0.12], [0.10, -0.14, -0.24], [0.05, 0.05, -0.08], [-0.01, -0.04, 0.06], [0.31, 0.36, -0.06], [-0.27, 0.13, -0.11], [-0.04, -0.03, 0.13], [0.15, -0.09, -0.05], [-0.11, 0.00, -0.13], [-0.40, 0.44, -0.03], [0.24, 0.13, 0.00], [0.04, -0.13, -0.22], [0.05, 0.05, 0.05], [-0.10, -0.06, 0.07], [0.07, 0.11, -0.13], [0.27, 0.01, -0.09], [-0.06, 0.18, -0.08], [-0.13, -0.13, 0.28], [0.77, 0.40, 0.07], [-0.21, -0.30, 0.06], [0.51, -0.44, -0.06], [-0.47, -0.02, -0.06]],
  "lowdin_charge": [-0.02, -0.32, -0.22, -0.06, -0.32, -0.29, -0.10, 0.12, 0.08, 0.09, 0.09, 0.12, 0.13, 0.09, 0.09, 0.08, 0.08, 0.07, 0.13, 0.03, 0.13, 0.03, 0.06, 0.07, -0.06, -0.10],
  "homo_ev": -9.1,
  "lumo_ev": 0.74,
  "homo_lumo_gap_ev": 9.87,
  "charge": 0,
  "smiles": "C#C[C@H]1N[C@H]1C.C/C(CO)=N\\O"
}

---

[3]
{
  "formula": "C8H14N2O3S",
  "method": "wB97M-V/def2-TZVPD",
  "species": ["C", "C", "C", "C", "C", "C", "C", "C", "N", "N", "O", "O", "O", "S", "H", "H", "H", "H", "H", "H", "H", "H", "H", "H", "H", "H", "H", "H"],
  "xyz": [[-1.22044, 2.02368, -0.39521], [0.07970, 1.72022, -0.89500], [-4.06092, 0.25561, 0.79671], [-3.12172, 1.23150, 0.66534], [-0.01247, -0.43934, 0.04535], [2.58199, -0.56318, 1.04422], [3.02993, 0.24810, -0.11910], [1.90983, 0.08137, -1.20956], [-1.87589, 1.06957, 0.17806], [0.59561, 0.47318, -0.73608], [0.61944, -2.95142, 0.60844], [-1.56076, -2.43767, -0.06589], [0.29245, -2.36425, -1.73200], [-0.04000, -2.11940, -0.36745], [-1.60121, 2.98635, -0.69382], [0.72790, 2.48407, -1.37433], [-5.02567, 0.70597, 1.33367], [-3.98349, -0.71822, 0.35938], [-3.47862, 2.32903, 0.87816], [-0.69692, -0.20068, 0.70138], [2.05237, -1.43265, 0.74485], [3.41014, -0.86434, 1.70796], [1.84389, 0.00864, 1.60560], [4.03571, 0.01496, -0.45125], [2.92073, 1.30692, 0.07846], [2.15237, 0.68309, -2.06194], [1.76859, -0.94311, -1.54386], [-1.34255, -2.58800, 0.89789]],
  "forces_ev_per_a": [[1.16, -1.15, -0.92], [0.99, 0.51, 0.26], [-1.29, 3.29, 1.37], [-2.83, 1.30, 0.17], [3.32, -1.66, -3.86], [0.83, 0.35, 1.77], [-2.04, 0.35, -0.97], [1.24, -0.19, -0.88], [-0.11, 1.08, 0.06], [-0.95, 0.25, 1.15], [0.24, 0.25, 0.33], [0.31, 0.21, 1.17], [-0.56, 0.24, -0.37], [1.15, -0.97, -0.36], [-0.49, 0.47, 0.21], [-0.58, -0.81, 0.40], [1.93, -1.73, -1.53], [0.03, -0.48, 0.27], [0.81, -1.97, 0.01], [-2.85, 1.02, 2.94], [0.20, -0.90, -0.11], [-0.36, 0.21, -0.14], [0.25, -0.04, 0.41], [-0.14, -0.07, -0.49], [0.75, 0.41, 0.42], [0.02, 0.36, -0.63], [0.54, 0.06, -0.06], [-1.56, -0.41, -0.63]],
  "lowdin_charge": [-0.13, -0.04, 0.00, -0.28, -0.17, -0.11, -0.18, -0.13, -0.03, -0.10, -0.29, -0.15, -0.26, 0.59, 0.11, 0.13, 0.09, 0.03, 0.13, 0.03, 0.02, 0.10, 0.09, 0.11, 0.10, 0.12, 0.10, 0.11],
  "homo_ev": [-7.6, -7.6],
  "lumo_ev": [-0.75, -0.78],
  "homo_lumo_gap_ev": [6.87, 6.85],
  "charge": 0
}

---

[4]
{
  "formula": "C8H14N2O5",
  "method": "wB97M-V/def2-TZVPD",
  "species": ["C", "C", "C", "C", "C", "C", "C", "C", "H", "H", "H", "H", "H", "H", "H", "H", "H", "H", "H", "H", "H", "H", "N", "N", "O", "O", "O", "O", "O"],
  "xyz": [[-0.84150, -0.28867, 0.34616], [-0.26111, 1.10844, 0.15119], [-0.04383, -1.23714, 1.24391], [-0.85047, -2.30107, 2.04633], [0.00796, -3.10652, 2.98202], [0.83653, 2.23644, -1.64331], [0.24538, 2.89204, -2.83603], [2.30492, 1.70429, -1.91306], [-1.29146, -1.74128, -1.04790], [-1.98044, -0.29858, -1.44745], [-1.78501, -0.04368, 0.93015], [0.40313, -0.46038, 1.96680], [0.78295, -1.85123, 0.76778], [-1.19843, -3.08552, 1.29810], [-1.80248, -1.89125, 2.46601], [-0.39827, -4.09049, 5.08358], [-0.34548, 0.44517, -1.59375], [0.69832, 2.79323, -0.72671], [2.81050, 2.66982, -2.23954], [2.35436, 0.67326, -2.55911], [2.70010, 1.61864, -0.70398], [-1.29717, 2.04694, -2.25837], [-1.12681, -0.70687, -1.04027], [0.06508, 1.20633, -1.08050], [-0.14356, 1.93801, 1.01415], [1.16471, -3.00456, 3.13848], [-0.79121, -3.77041, 3.99890], [0.96657, 3.56685, -3.58307], [-1.18327, 2.97816, -2.76054]],
  "forces_ev_per_a": [[-2.47, 0.34, 0.61], [-0.30, -1.40, 2.51], [1.47, 0.33, 1.12], [-1.42, -0.78, -2.22], [-1.91, 0.42, 4.50], [1.54, -1.84, 0.32], [0.17, 3.98, -1.03], [0.16, 0.84, 3.12], [0.22, 1.22, -0.19], [0.21, -0.30, 0.73], [0.70, -0.52, -0.61], [-0.24, -1.54, -0.74], [-0.71, 1.35, 0.15], [0.08, 0.85, 0.63], [1.04, -0.47, 0.19], [-0.82, 1.75, -5.62], [1.21, -0.73, -0.96], [1.32, 2.38, -0.31], [-0.01, -1.92, -0.40], [0.06, 2.96, 1.65], [-0.74, -0.52, -3.63], [-0.50, 3.20, -1.23], [-2.13, -4.25, 0.49], [0.19, 0.50, -4.01], [0.36, 0.87, 1.25], [1.98, -0.18, -0.81], [0.83, -0.75, 2.49], [-2.81, -2.10, 1.46], [2.52, -3.68, 0.56]],
  "lowdin_charge": [-0.27, -0.53, -0.13, -0.11, -0.51, -0.31, -0.39, -0.02, 0.12, 0.12, 0.17, 0.15, 0.14, 0.14, 0.14, 0.27, 0.06, 0.15, 0.08, 0.13, 0.14, 0.14, 0.02, 0.02, 0.10, 0.14, -0.09, 0.10, 0.04],
  "homo_ev": -10.0,
  "lumo_ev": 0.11,
  "homo_lumo_gap_ev": 10.14,
  "charge": 0,
  "smiles": "C[C@H](NC(=O)[C@@H](N)CCC(=O)O)C(=O)O"
}

---

[5]
{
  "formula": "C8H14N3",
  "method": "wB97M-V/def2-TZVPD",
  "species": ["C", "C", "C", "C", "C", "C", "C", "C", "N", "N", "N", "H", "H", "H", "H", "H", "H", "H", "H", "H", "H", "H", "H", "H", "H"],
  "xyz": [[0.01694, -2.59409, 0.01435], [2.04834, -1.97761, 0.06283], [-1.60655, 0.47099, 0.48650], [-0.84976, -0.68999, 1.30896], [-0.51587, 1.41788, 0.07241], [0.29876, 1.03440, -1.01797], [0.10444, 2.26799, 1.17933], [0.22244, 0.13226, -2.21495], [1.21356, -3.01547, -0.24739], [0.07035, -1.33745, 0.51374], [1.40762, -0.95098, 0.50651], [-0.81832, -3.21058, -0.13657], [3.05283, -2.03839, -0.16612], [-2.17312, 0.06085, -0.41775], [-2.29870, 0.97516, 1.08791], [-0.27307, -0.10083, 2.05739], [-1.66388, -1.41937, 1.54735], [-1.22991, 2.23099, -0.58673], [1.26153, 1.56826, -0.82598], [0.77610, 3.05881, 0.62257], [0.77218, 1.69485, 1.76243], [-0.60722, 2.60752, 1.89213], [0.00272, 0.67463, -3.21014], [-0.43923, -0.56843, -1.90878], [1.22779, -0.29141, -2.38204]],
  "forces_ev_per_a": [[1.44, 0.41, 0.50], [-2.59, -1.16, -0.70], [0.72, -2.43, -1.25], [-2.96, 2.52, -0.07], [-3.17, 1.74, -1.22], [2.93, 1.03, -0.10], [1.84, 0.89, -2.50], [1.73, 3.13, -0.48], [0.82, -0.64, -0.74], [2.45, -1.54, -1.40], [-1.02, 1.63, 0.91], [-1.31, -0.31, 0.11], [1.96, 0.20, -0.02], [0.80, 0.35, 1.22], [-1.07, 0.57, 1.06], [-0.92, -1.27, 0.32], [1.00, 0.74, 0.84], [1.82, -1.50, 0.69], [-0.40, -0.36, -1.07], [-1.58, -1.01, 1.63], [1.03, -0.89, 0.47], [-0.76, 0.94, 0.07], [-0.07, -0.64, 1.68], [-2.33, -2.54, -0.21], [-0.36, 0.14, 0.26]],
  "lowdin_charge": [-0.13, -0.17, -0.11, -0.11, -0.41, 0.06, -0.03, 0.00, 0.11, -0.15, 0.12, 0.13, 0.10, 0.15, 0.10, 0.14, 0.16, 0.28, 0.15, 0.14, 0.06, 0.09, 0.16, 0.03, 0.11],
  "homo_ev": -13.8,
  "lumo_ev": -5.81,
  "homo_lumo_gap_ev": 8.03,
  "charge": 1
}

---

[6]
{
  "formula": "C8H14N3O2",
  "method": "wB97M-V/def2-TZVPD",
  "species": ["C", "C", "C", "C", "C", "C", "C", "C", "N", "N", "N", "O", "O", "H", "H", "H", "H", "H", "H", "H", "H", "H", "H", "H", "H", "H", "H"],
  "xyz": [[-3.87900, 0.19227, 0.15346], [-3.21237, 0.13246, -1.05012], [-1.93320, 0.02845, 1.34295], [-1.24932, 0.02347, 0.12306], [1.07905, 2.41230, 0.02698], [0.77341, -2.41685, -0.48522], [1.07773, 1.05756, 0.65976], [0.36398, -0.04676, -0.17164], [-3.23545, 0.27583, 1.31492], [-1.88976, 0.14544, -1.03648], [0.80313, -1.37461, 0.54498], [2.47078, 0.67743, 0.68851], [0.60920, -0.11418, -1.46715], [-4.89894, 0.21508, 0.12864], [-3.61980, 0.09792, -1.96056], [-1.36676, -0.11842, 2.22139], [0.20489, 2.90164, -0.20009], [1.42814, 2.39839, -1.04058], [1.57222, 3.22935, 0.45502], [1.32220, -2.22139, -1.31162], [1.03717, -3.29468, 0.00770], [-0.32893, -2.64261, -0.74191], [0.77315, 1.19665, 1.63666], [0.28242, -1.68237, 1.32904], [1.84384, -1.40814, 0.79966], [3.07028, 1.34417, 0.45170], [-0.23924, -0.39435, -1.98410]],
  "forces_ev_per_a": [[2.16, 0.44, 0.08], [2.34, 0.11, 3.20], [0.30, 0.69, -2.42], [1.29, 0.14, -1.47], [0.36, -0.35, -3.35], [-4.97, -1.78, 1.69], [2.87, 1.06, -3.19], [-2.92, 0.85, 3.55], [-0.41, -1.22, 0.76], [0.68, -0.72, 0.13], [3.35, -0.15, -2.10], [-1.44, -2.74, 1.06], [-0.57, -0.18, -1.38], [-2.65, 0.28, 0.43], [-1.98, -0.05, -3.25], [-0.02, 0.18, 1.39], [-3.15, 0.43, 0.12], [0.40, -0.59, 0.90], [1.48, 0.50, 1.54], [1.75, 0.76, -2.20], [0.98, -1.69, 0.55], [1.62, 0.70, -0.01], [-1.21, -0.62, 2.17], [-0.87, 0.08, 1.01], [-1.59, 1.19, 0.06], [0.87, 1.66, -0.60], [1.30, 1.01, 1.33]],
  "lowdin_charge": [-0.06, -0.04, -0.06, -0.14, -0.02, 0.00, -0.29, -0.39, 0.12, 0.12, 0.10, -0.01, 0.05, 0.09, 0.09, 0.11, 0.06, 0.12, 0.08, 0.08, 0.09, 0.15, 0.13, 0.15, 0.21, 0.08, 0.17],
  "homo_ev": -13.6,
  "lumo_ev": -3.54,
  "homo_lumo_gap_ev": 10.03,
  "charge": 1,
  "smiles": "C[NH2+][C@@](O)(c1cnccn1)[C@H](C)O"
}